1.
117
Properties=species:S:1:pos:R:3:forces:R:3:mulliken_charge:R:1 method="wB97M-V/def2-TZVPD" homo_ev=-12.40 de_lowest_kcal_mol=25.3 total_charge=+2 energy_ev=-152861.2937
Ti 0.20957 -0.65397 0.95350 -0.453 -0.637 0.130 -1.297
C 5.17695 -1.65542 -1.54967 0.006 -0.002 0.006 -0.636
C 4.31715 -0.56505 -1.58128 0.006 0.003 0.007 -0.862
C 3.33857 -0.42965 -0.61078 -0.014 0.051 0.032 0.580
C 3.25373 -1.37161 0.40639 0.035 -0.067 -0.025 -0.501
C 4.11555 -2.46061 0.45391 0.016 -0.046 0.034 -0.529
C 5.07189 -2.60219 -0.53817 -0.028 0.011 -0.009 -0.690
N 2.24029 -1.19017 1.39952 -0.088 0.125 -0.057 2.577
N 2.50414 -1.57749 2.56244 0.104 -0.017 -0.176 -0.950
C 1.47034 -1.40077 3.47344 -0.050 0.068 0.204 0.241
C 1.73906 -1.69293 4.80667 0.017 -0.008 -0.016 -0.454
C 0.74777 -1.46346 5.74894 0.001 -0.014 0.004 -0.906
C -0.48167 -0.96263 5.34260 -0.005 0.001 -0.029 -0.734
C -0.74087 -0.68683 3.99768 -0.067 -0.048 -0.029 -0.288
C 0.23187 -0.89472 3.03628 0.193 0.260 -0.143 1.401
H 5.93135 -1.77008 -2.31582 0.011 0.000 -0.010 0.488
H 4.41396 0.18094 -2.35938 -0.002 0.004 -0.002 0.447
H 2.67570 0.42781 -0.60968 -0.009 0.004 -0.020 -0.298
H 4.03327 -3.18480 1.25349 -0.013 -0.001 -0.015 0.627
H 5.73165 -3.45825 -0.52062 0.013 -0.006 -0.002 0.483
H 2.71041 -2.08184 5.08201 0.007 -0.007 0.006 0.580
H 0.92865 -1.68060 6.79219 0.005 0.005 0.008 0.443
H -1.25510 -0.78588 6.07919 -0.007 -0.002 0.006 0.540
H -1.71649 -0.30639 3.71918 0.002 0.009 0.013 0.174
C -5.42298 -0.85379 1.10027 0.008 -0.001 0.003 -1.487
C -4.25163 -0.11802 1.70023 0.018 0.049 0.018 1.187
C -4.57174 0.64410 2.96146 0.002 0.000 -0.024 -1.237
O -3.80598 0.89893 0.70336 -0.065 -0.067 -0.093 -0.219
P -2.44713 0.89320 -0.01665 0.013 0.084 0.001 -0.881
O -1.29238 0.51205 0.91760 0.140 -0.191 0.143 1.098
C -2.46113 -0.35616 -1.31882 0.104 -0.088 0.013 -0.998
P -0.85188 -0.54736 -2.12696 -0.160 0.022 -0.009 -0.972
O 0.24584 -0.57458 -1.08170 0.185 0.243 0.175 0.516
O -0.79621 -1.87018 -2.90566 0.045 -0.025 -0.048 0.557
C -1.71279 -2.39428 -3.94651 -0.009 0.013 -0.026 0.542
C -2.59582 -3.42251 -3.28134 -0.019 -0.009 -0.001 -1.219
C -0.83875 -2.97416 -5.03309 -0.027 0.018 0.053 -1.148
O -0.80821 0.68959 -3.05880 0.000 0.018 -0.088 -0.036
C 0.36651 1.36034 -3.67228 -0.006 0.027 0.008 0.356
C 0.88743 2.37569 -2.68357 -0.018 0.006 -0.010 -0.094
C 1.40652 0.35800 -4.11324 -0.003 0.002 0.003 -1.097
O -2.20470 2.26262 -0.65986 0.034 0.030 -0.034 0.634
C -3.28724 3.14338 -1.21842 -0.026 -0.013 0.023 0.477
C -2.72019 3.74135 -2.47977 -0.003 0.007 0.007 -1.224
C -3.66186 4.15100 -0.16418 -0.015 0.015 -0.033 -1.390
H -5.78504 -1.59498 1.81211 -0.004 -0.012 0.007 0.441
H -5.14780 -1.37394 0.18225 -0.004 -0.001 -0.011 0.292
H -6.23521 -0.16017 0.88549 -0.007 0.005 -0.006 0.333
H -3.40449 -0.79228 1.86039 -0.011 -0.009 0.000 -0.229
H -5.38732 1.34346 2.77888 -0.010 0.003 0.005 0.363
H -3.70596 1.20839 3.30489 0.016 0.014 0.012 0.114
H -4.88326 -0.05310 3.73917 0.007 -0.012 0.011 0.443
H -3.22838 -0.11417 -2.05789 0.010 0.038 -0.012 0.674
H -2.70778 -1.31989 -0.86037 0.002 0.023 0.005 0.135
H -2.29657 -1.55100 -4.32548 0.018 0.010 0.004 0.424
H -1.98173 -4.21659 -2.85698 0.001 -0.011 0.009 0.209
H -3.26787 -3.85828 -4.01982 -0.006 -0.006 -0.008 0.522
H -3.20620 -2.98712 -2.48938 -0.008 -0.004 -0.001 0.216
H -0.18878 -3.74479 -4.61698 0.011 -0.011 -0.009 0.082
H -0.22167 -2.20921 -5.49945 0.029 0.017 -0.011 0.316
H -1.46574 -3.42142 -5.80399 -0.020 0.001 0.005 0.528
H -0.07858 1.85421 -4.53454 0.000 -0.010 0.010 0.370
H 1.33127 1.87255 -1.82398 0.004 -0.006 0.016 -0.650
H 0.08714 3.02811 -2.33731 0.020 -0.011 0.012 0.044
H 1.65356 2.98768 -3.16043 0.010 -0.002 -0.011 0.649
H 1.85598 -0.14292 -3.25372 0.008 -0.017 0.011 -0.096
H 2.19529 0.88782 -4.64798 0.006 0.005 -0.003 0.592
H 0.98918 -0.38907 -4.78449 -0.023 -0.038 -0.029 0.072
H -4.12997 2.48570 -1.44504 0.001 0.013 -0.003 0.443
H -1.86412 4.37467 -2.24412 -0.004 0.004 -0.008 0.237
H -3.47950 4.36366 -2.95254 -0.009 0.002 -0.001 0.512
H -2.41800 2.96827 -3.18561 0.002 -0.001 -0.007 0.177
H -2.80602 4.77737 0.08341 0.016 -0.001 0.010 0.279
H -4.00704 3.66780 0.74599 -0.003 -0.005 0.017 0.240
H -4.45754 4.78388 -0.55880 -0.010 0.005 0.007 0.593
O -1.95744 3.10588 2.19313 0.052 -0.050 0.014 -0.416
S -1.01516 2.62018 3.24669 -0.039 0.033 0.006 0.403
C -0.69593 3.98217 4.35709 -0.009 0.023 -0.055 0.487
C -0.17132 3.71221 5.61187 -0.001 0.006 0.004 -0.272
C 0.07897 4.77013 6.47258 -0.005 0.011 0.001 -0.772
C -0.21481 6.06885 6.07808 0.011 -0.013 -0.011 -0.539
C -0.76067 6.31865 4.82554 -0.007 -0.032 0.000 -0.769
C -1.00641 5.26948 3.95215 0.030 0.012 0.020 -0.357
C 0.61130 2.55538 2.47467 -0.023 -0.081 -0.028 0.125
C 0.78795 3.10945 1.21510 0.004 0.031 0.032 -0.003
C 2.05931 3.11155 0.65310 0.018 -0.007 0.015 -0.626
C 3.12815 2.54137 1.33477 -0.009 -0.020 -0.032 -0.602
C 2.92904 1.94664 2.57437 -0.018 0.018 0.027 -0.766
C 1.66536 1.95112 3.15052 0.035 -0.027 -0.026 -0.184
H 0.03058 2.69303 5.92064 -0.002 -0.012 0.000 0.414
H 0.48868 4.58097 7.45510 0.003 -0.001 0.011 0.421
H -0.02676 6.88995 6.75598 0.000 0.011 0.007 0.398
H -1.00000 7.33106 4.53080 -0.001 0.013 0.000 0.432
H -1.44622 5.43289 2.97733 -0.006 0.009 -0.012 0.402
H -0.06283 3.55666 0.71491 -0.008 -0.004 -0.012 0.396
H 2.22135 3.58262 -0.30785 0.004 0.006 0.002 0.523
H 4.11899 2.55875 0.90015 0.007 0.003 -0.005 0.448
H 3.75984 1.49422 3.10077 0.000 -0.001 -0.002 0.499
H 1.50469 1.49598 4.12113 0.009 0.048 0.027 0.237
S 3.51717 -6.23601 -0.38982 0.005 0.036 -0.003 -0.177
C 2.26169 -5.20268 -0.31261 0.014 -0.068 0.073 0.174
S 1.39087 -4.79372 1.16015 -0.007 0.076 -0.064 -0.078
C 0.43293 -3.65310 0.25832 0.043 -0.133 0.108 0.095
N 0.69267 -3.60777 -0.99583 -0.015 0.035 -0.030 0.111
N 1.68130 -4.47171 -1.32055 0.011 0.066 -0.055 0.472
C 2.11503 -4.45394 -2.68772 0.005 0.006 0.019 -0.757
C 2.17154 -5.62680 -3.41954 -0.012 -0.035 -0.007 -0.252
C 2.56485 -5.56487 -4.74857 0.003 0.019 -0.010 -0.719
C 2.89134 -4.34589 -5.32810 -0.001 0.004 0.028 -0.781
C 2.82972 -3.17878 -4.57715 0.023 -0.031 0.012 -0.926
C 2.44040 -3.23028 -3.24844 0.016 -0.010 -0.010 1.312
S -0.83491 -2.71560 1.03305 -0.037 0.195 -0.030 -0.425
H 1.92353 -6.57153 -2.95593 -0.005 0.006 -0.007 0.525
H 2.61958 -6.47399 -5.33083 -0.003 -0.011 -0.010 0.440
H 3.20189 -4.30767 -6.36324 0.006 -0.001 -0.012 0.458
H 3.09929 -2.23103 -5.02562 0.002 0.015 -0.005 0.462
H 2.39319 -2.34108 -2.63393 -0.012 0.045 0.006 0.064

***

2.
118
Properties=species:S:1:pos:R:3:forces:R:3:mulliken_spin:R:1 method="wB97M-V/def2-TZVPD" s_squared=2.027 homo_ev="-0.49 / -2.07" de_lowest_kcal_mol=7.6 total_charge=-2 multiplicity=3 energy_ev=-200702.1261
Ti 14.32521 13.07634 12.31174 0.402 0.831 -0.375 0.986
O 11.08101 12.79076 11.96924 0.025 -0.638 -1.015 0.002
S 11.13065 13.71134 13.05725 -0.521 0.985 1.305 0.010
O 10.09876 14.77074 13.06222 1.948 -1.118 0.187 -0.002
N 12.71134 14.10424 13.26519 -1.013 0.413 -0.463 -0.029
C 13.11348 15.24178 14.01337 0.834 -0.159 1.244 0.032
C 12.32590 16.21122 14.63737 0.996 -0.257 -0.757 0.066
C 12.91327 17.17990 15.45467 -0.312 -1.073 0.231 -0.015
C 14.20257 17.01960 15.87605 1.408 1.026 1.085 0.032
C 15.09347 16.06162 15.31665 -0.767 0.410 -0.394 -0.127
C 16.49513 15.90184 15.61152 -0.879 -0.407 0.130 0.546
C 17.21120 14.87051 14.97344 -0.223 0.980 -0.132 -0.262
C 16.61877 14.13304 13.97126 0.081 0.563 0.534 0.264
N 15.32518 14.34863 13.59270 -1.242 -0.394 0.495 0.112
C 14.51189 15.24983 14.31547 0.905 -0.673 -0.634 0.145
C 10.78333 12.64473 14.47558 0.474 0.637 0.679 0.005
C 9.55191 12.01858 14.52755 0.489 -0.417 1.094 0.001
C 9.34761 11.06504 15.53395 -0.707 0.430 -1.380 0.000
C 10.31899 10.80365 16.45646 -0.171 -0.637 1.803 0.000
C 11.51315 11.51968 16.50994 -0.760 0.279 -0.557 0.004
C 11.73202 12.44530 15.49640 -0.306 -0.523 -0.434 0.000
H 11.29550 16.18599 14.46269 -1.381 0.239 -0.275 0.020
H 12.31128 17.95154 15.90204 -0.236 0.131 0.060 0.000
H 14.52991 17.70428 16.69726 0.128 -0.595 -0.839 -0.003
H 16.90388 16.43202 16.46142 0.142 0.144 -0.109 0.044
H 18.26368 14.83622 15.22417 0.082 -0.657 -0.113 -0.026
H 17.11010 13.33080 13.44536 0.160 0.151 -0.021 0.105
H 8.75723 12.30496 13.88443 -0.397 0.027 -0.759 0.000
H 8.40389 10.51634 15.55965 0.223 0.190 0.084 0.000
H 9.99951 10.10394 17.24940 0.704 0.232 -0.333 0.000
H 12.21766 11.42702 17.32469 0.081 -0.205 -0.127 0.000
H 12.67464 12.94329 15.47989 0.439 0.477 -0.165 0.001
C 13.24498 11.48746 7.17468 1.573 -0.376 -0.914 0.001
C 13.05758 10.99016 8.55381 -0.174 0.278 0.798 -0.008
C 12.14503 9.99319 8.79727 -0.274 -0.482 0.528 0.006
C 11.91658 9.64961 10.13290 0.004 -0.421 -0.433 -0.002
C 12.52613 10.34895 11.12778 1.243 1.310 0.430 0.024
Br 12.10714 9.86302 12.86301 -0.025 -0.184 1.019 0.000
N 13.44213 11.34417 10.96380 -1.419 -1.300 -0.839 -0.015
C 13.68420 11.56637 9.67409 0.915 1.321 -0.941 0.014
H 13.74722 10.72792 6.55048 -0.115 -0.078 0.185 0.000
H 13.88899 12.36134 7.06520 -0.258 0.173 0.380 0.000
H 12.32052 11.69784 6.67976 -0.690 0.388 -0.111 0.000
H 11.62762 9.51316 7.96160 0.087 0.073 0.390 0.000
H 11.33824 8.82952 10.52196 -0.512 -0.159 -0.644 0.000
H 14.42807 12.36299 9.49253 -0.459 -0.493 0.064 0.008
F 14.87864 11.61942 13.59086 -0.234 -0.623 0.109 -0.021
B 15.51548 11.15194 14.84759 0.474 0.522 0.033 0.019
F 16.89116 11.32435 14.65226 0.075 -0.291 0.021 0.011
F 15.03540 11.94978 15.84922 -0.156 0.037 0.298 -0.022
F 15.20988 9.82506 15.00572 -0.252 -0.338 0.005 0.000
I 12.75525 15.00325 9.98105 -1.267 0.256 -0.567 0.001
I 10.94264 14.33923 5.86826 -0.006 -0.031 -0.111 0.000
N 14.44473 14.24922 10.71182 1.023 0.131 -0.212 0.041
C 15.55999 14.78948 10.03595 0.033 -0.012 0.685 -0.014
C 15.64898 14.90395 8.64369 1.130 1.331 -0.648 -0.004
C 16.76354 15.54968 8.04194 1.150 0.089 1.648 0.001
C 17.85778 15.93573 8.85716 -1.099 -0.656 1.426 0.003
C 17.75361 15.80233 10.29298 -0.699 -0.381 -2.273 -0.005
C 16.59773 15.28052 10.85918 0.733 0.275 -1.634 0.089
H 14.82625 14.67362 7.99350 -0.396 -0.316 0.009 0.001
H 16.88784 15.79364 6.98346 -0.591 -0.485 0.183 0.000
H 18.78432 16.31891 8.45056 -0.109 0.171 -0.213 0.000
H 18.58023 16.09954 10.90110 0.339 0.290 0.406 0.000
H 16.46993 15.29765 11.90741 -0.130 -0.182 0.758 -0.039
O 16.41456 12.19470 11.37696 -1.219 0.855 0.258 -0.074
P 17.50364 11.22605 11.14179 1.009 -1.640 1.096 0.035
C 19.05739 11.68706 12.07254 -0.308 -0.265 -0.304 0.000
C 20.07401 10.56025 12.29809 -0.211 -1.211 -0.950 -0.001
C 21.40734 11.07836 12.84428 -0.017 0.261 0.440 0.000
C 21.25335 12.41545 13.59322 -0.711 -1.011 0.344 0.001
C 20.65879 13.51960 12.74294 -0.128 -0.285 -2.419 0.007
C 19.83279 12.86112 11.52046 1.809 1.035 0.347 0.011
C 17.12562 9.55267 11.78719 0.033 -0.164 1.073 0.003
C 15.65556 9.11975 11.63273 -0.041 -0.384 0.614 0.003
C 15.40349 7.70811 12.20623 0.063 1.057 1.535 0.000
C 16.39868 7.33596 13.32648 -0.077 2.389 -0.283 0.000
C 17.85862 7.40059 12.71288 -0.584 -1.721 1.648 0.000
C 17.96651 8.26222 11.47399 -0.738 -0.008 -0.455 0.000
C 17.91667 10.95992 9.44893 1.169 -0.033 0.314 0.002
C 17.00048 10.00184 8.74876 -0.269 0.225 -0.953 -0.002
C 17.48630 9.84075 7.29609 -0.975 -0.377 0.340 0.000
C 17.55629 11.16061 6.52673 1.188 -0.377 0.333 0.000
C 17.21575 12.27925 7.45558 -1.126 -0.141 1.895 0.000
C 18.07980 12.27895 8.72340 0.307 0.269 -0.761 -0.001
H 18.66096 11.98838 13.06108 -0.045 -0.191 -0.335 0.016
H 20.29854 9.97635 11.33683 -0.383 0.915 1.077 0.000
H 19.62360 9.82169 12.98328 0.333 0.240 -0.115 0.000
H 22.14941 11.23401 12.08000 0.143 0.026 -0.755 0.000
H 21.83165 10.27480 13.44778 0.076 0.228 0.400 0.000
H 22.19584 12.77425 13.93970 0.806 -0.033 0.593 0.000
H 20.60593 12.23312 14.45608 0.125 0.087 0.108 0.001
H 21.51522 14.08371 12.25700 -1.150 -0.143 0.723 0.000
H 20.00738 14.14068 13.36140 0.160 0.281 -0.301 0.001
H 20.65826 12.55830 10.79953 -1.195 -0.062 0.523 -0.001
H 19.21731 13.57776 10.98700 -0.068 0.307 0.202 0.001
H 17.28772 9.80598 12.86483 -0.130 -0.479 -0.397 0.000
H 15.41344 9.18726 10.59490 -0.455 -0.196 -0.753 -0.004
H 14.94875 9.74101 12.15886 0.285 0.626 0.130 0.005
H 15.40424 6.92201 11.50774 0.277 -0.948 -1.361 0.000
H 14.40771 7.66095 12.64222 -0.243 0.264 -0.023 0.000
H 15.97661 6.42232 13.70208 0.792 -0.903 0.366 0.000
H 16.34022 8.09728 14.19346 -0.088 -1.169 -1.485 0.000
H 18.24909 6.35815 12.58091 -0.171 0.801 -0.219 0.000
H 18.42600 7.83864 13.52642 0.618 0.101 -0.017 0.000
H 17.48892 7.66879 10.63598 0.592 0.914 0.601 0.000
H 19.02111 8.44400 11.24361 -0.331 -0.092 -0.133 0.000
H 18.87808 10.44240 9.56103 0.218 -0.024 -0.240 -0.001
H 15.93946 10.38302 8.78481 0.958 -0.868 0.023 0.002
H 17.16034 9.01929 9.16749 -0.751 -0.161 0.402 0.000
H 16.78627 9.10856 6.88124 0.171 0.138 -0.521 0.000
H 18.45951 9.37338 7.30404 0.383 -0.304 0.154 0.000
H 16.86687 11.14139 5.70961 -0.173 0.098 -0.807 0.000
H 18.62090 11.29418 6.18228 -1.065 0.016 -0.103 0.000
H 16.14102 12.20092 7.84027 1.259 0.165 -0.833 -0.001
H 17.30392 13.22912 7.01852 -0.011 1.228 -0.829 0.001
H 17.75987 13.06826 9.37331 -0.449 0.726 0.175 0.001
H 19.13564 12.52202 8.52522 -0.182 -0.292 -0.245 0.000